The following is a DFT calculation (the ωB97M-V functional and the def2-TZVPD basis) of a cluster of 11 separate species, C32H93N15O11 in total at a distorted geometry.

Last column: Mulliken spin population.
Atoms and positions in Å:
C  2.73767  3.96232  0.31028  -0.0001
O  2.65200  3.11814  1.18416  0.0000
N  3.31223  5.07126  0.21388  0.0000
N  1.93303  3.92017  -0.71552  0.0000
H  3.87412  5.53119  0.91591  0.0000
H  2.99374  5.51457  -0.63591  0.0000
H  1.91150  4.71286  -1.34105  0.0000
H  1.27181  3.16417  -0.82208  0.0001
C  -2.21631  2.32579  -5.06502  -0.0005
O  -2.62173  1.89595  -6.13678  0.0002
N  -1.57767  1.61559  -4.21289  0.0004
N  -2.58058  3.42928  -4.48645  0.0000
H  -1.17973  0.77048  -4.59699  0.0004
H  -1.38112  1.98539  -3.29381  -0.0002
H  -1.95450  3.63037  -3.71985  0.0000
H  -3.04255  4.16367  -5.00352  0.0000
C  -1.44121  3.89601  -1.07881  0.0024
O  -0.79830  3.14114  -1.79589  0.0004
N  -1.09544  5.08656  -0.85800  0.0002
N  -2.63782  3.72188  -0.64005  0.0051
H  -0.19383  5.33445  -1.23978  0.0001
H  -1.71314  5.77518  -0.45262  0.0000
H  -3.02502  4.57718  -0.26771  -0.0002
H  -3.06736  2.80784  -0.62938  0.0006
C  -0.35166  -0.09744  0.13899  0.0007
O  -1.45130  -0.39000  -0.24115  0.0050
N  0.65127  0.35063  -0.59153  0.0023
N  0.11208  -0.22984  1.33343  0.0004
H  1.60779  0.18267  -0.31413  -0.0006
H  0.51644  0.54787  -1.57286  0.0000
H  1.01541  0.17070  1.54237  0.0002
H  -0.63432  -0.39681  1.99306  -0.0004
C  4.97069  -2.38125  -1.80429  0.0000
C  3.60085  -2.92903  -2.32334  -0.0001
C  2.42788  -2.10205  -1.89497  0.0002
O  2.17341  -2.28583  -0.45605  0.0001
C  1.13785  -3.18504  -0.17708  -0.0001
N  3.72160  -2.81833  -3.74944  0.0000
H  5.72346  -3.10553  -2.11550  0.0000
H  5.10805  -2.28416  -0.72734  0.0000
H  5.20254  -1.38597  -2.18346  0.0000
H  3.47359  -3.99941  -2.16151  0.0000
H  1.54379  -2.12636  -2.53207  -0.0001
H  2.83465  -1.09392  -1.97442  -0.0001
H  1.40769  -4.16082  -0.58101  0.0000
H  0.19881  -2.83116  -0.60261  0.0000
H  0.98423  -3.32058  0.89350  0.0000
H  4.57298  -3.30645  -3.98818  0.0000
H  3.92720  -1.91076  -4.14206  0.0000
C  -5.64591  -6.03322  4.26399  0.0000
C  -5.71546  -4.53294  3.85353  0.0002
C  -4.50009  -4.05877  3.12521  0.0009
O  -4.37618  -2.62690  3.11075  0.0002
C  -3.36432  -2.20132  2.35164  0.0113
N  -6.85705  -4.52530  2.95166  0.0000
H  -5.14372  -6.62810  3.50109  0.0000
H  -6.63986  -6.39642  4.52522  0.0000
H  -4.95005  -6.20982  5.08417  0.0000
H  -5.88525  -3.82959  4.66874  0.0000
H  -4.41685  -4.44697  2.11008  -0.0004
H  -3.54866  -4.32067  3.58812  -0.0001
H  -3.40620  -1.11442  2.42225  -0.0085
H  -3.73838  -2.48908  1.36911  -0.0014
H  -2.39410  -2.42262  2.79639  0.0000
H  -6.85956  -3.56046  2.65304  0.0000
H  -7.64164  -4.65115  3.57511  0.0000
C  -3.72225  -0.76837  6.27108  -0.0001
C  -2.27753  -1.12067  6.06926  0.0000
C  -1.41572  0.06600  5.47666  0.0000
O  -2.12557  0.39343  4.29224  -0.0013
C  -1.90359  1.60368  3.73306  0.0012
N  -1.66917  -1.56041  7.29481  0.0000
H  -4.25601  -0.64560  5.32867  0.0000
H  -3.92719  0.08261  6.92064  0.0000
H  -4.19484  -1.58052  6.82350  0.0000
H  -2.25284  -1.91888  5.32741  0.0000
H  -0.39574  -0.29532  5.34560  0.0000
H  -1.60314  0.82732  6.23386  0.0000
H  -2.89273  1.83719  3.33914  -0.0008
H  -1.22797  1.48432  2.88607  -0.0001
H  -1.49572  2.26892  4.49412  0.0000
H  -1.20684  -0.84452  7.83689  0.0000
H  -2.40334  -1.95091  7.86805  0.0000
C  7.25977  2.78902  -3.01831  0.0000
C  5.95147  1.96788  -3.30044  0.0000
C  5.03631  1.87089  -2.05157  0.0000
O  5.66256  1.22422  -0.98512  0.0000
C  4.72835  0.66765  -0.02071  -0.0001
N  5.35581  2.68999  -4.40542  0.0000
H  8.05937  2.16907  -2.61283  0.0000
H  6.96965  3.67155  -2.44817  0.0000
H  7.76291  3.18146  -3.90202  0.0000
H  6.17319  0.96148  -3.65554  0.0000
H  4.04451  1.63247  -2.43574  0.0000
H  4.92604  2.87671  -1.64628  0.0000
H  5.18886  -0.24597  0.35525  0.0000
H  3.80307  0.24822  -0.41573  0.0000
H  4.45580  1.40520  0.73416  0.0000
H  5.95925  2.57370  -5.20694  0.0000
H  5.39885  3.69667  -4.33574  0.0000
C  1.95075  1.97286  -5.07789  0.0001
C  2.32346  0.49585  -4.74147  -0.0004
C  1.52946  -0.56734  -5.43331  0.0000
O  0.11440  -0.38309  -5.21850  0.0001
C  -0.72320  -1.49290  -5.54868  0.0000
N  3.74020  0.34538  -5.12408  0.0000
H  2.18630  2.21552  -6.11410  0.0000
H  2.43181  2.59337  -4.32181  0.0000
H  0.86254  1.96374  -5.01614  -0.0001
H  2.25845  0.33063  -3.66603  0.0003
H  1.89259  -1.49729  -4.99579  0.0000
H  1.56471  -0.57404  -6.52272  0.0000
H  -0.44446  -2.37474  -4.97183  0.0000
H  -0.49280  -1.99815  -6.48663  0.0000
H  -1.78370  -1.28805  -5.40217  0.0000
H  4.28649  1.10433  -4.74245  0.0000
H  3.58664  0.60115  -6.08902  0.0000
C  -4.18541  0.94347  -2.14377  0.0574
C  -4.84188  1.01208  -0.68278  0.0254
C  -6.30912  1.41665  -0.56954  0.0239
O  -6.99871  0.38366  -1.22241  0.0528
C  -8.41658  0.62110  -1.04998  -0.0036
N  -4.67090  -0.26634  -0.04825  0.7632
H  -4.07425  1.94377  -2.56228  -0.0057
H  -4.73446  0.38236  -2.89994  0.0023
H  -3.17046  0.55028  -2.20190  -0.0088
H  -4.28768  1.87209  -0.30681  0.1032
H  -6.54770  2.44522  -0.84016  0.0012
H  -6.49012  1.32371  0.50130  -0.0036
H  -8.89517  -0.03522  -1.77683  0.0009
H  -8.62610  1.60312  -1.47405  0.0060
H  -8.84158  0.51303  -0.05208  0.0005
H  -4.94730  -0.27042  0.92319  -0.0300
H  -3.73064  -0.61675  -0.16325  -0.0028
C  3.31974  0.36815  5.03207  0.0000
C  3.50519  -0.22101  3.59900  0.0000
C  2.97948  -1.75831  3.38860  0.0000
O  3.81160  -2.40736  4.28053  0.0000
C  3.85127  -3.78027  4.27839  0.0000
N  2.68781  0.65461  2.77132  0.0000
H  2.25465  0.28217  5.24722  0.0000
H  3.71779  1.38192  5.07603  0.0000
H  3.83703  -0.18373  5.81689  0.0000
H  4.56887  -0.32167  3.38327  0.0000
H  3.10828  -2.11688  2.36736  0.0000
H  1.90020  -1.85290  3.50824  0.0000
H  4.19652  -4.12026  5.25477  0.0000
H  4.42770  -4.31410  3.52285  0.0000
H  2.89050  -4.27391  4.13226  0.0000
H  2.89936  1.63096  2.91994  0.0000
H  3.21127  0.49018  1.92335  0.0000

Calculated values
- orbital gap (spin up / spin down) (eV) = 8.028 / 2.972
- charge = +1
- LUMO energy (spin up / spin down) (eV) = -2.440 / -7.495
- 2S+1 = 2
- relative energy (zero: lowest compared OMol25 entry of this formula, charge and spin) (kcal/mol) = 35.0
- HOMO (spin up / spin down) (eV) = -10.5 / -10.5
- DFT total energy (eV) = -79551.5423